Record 1
Computed, not measured: a cluster of 2 separate species, C4H13N2O in total, with ωB97M-V/def2-TZVPD.

Output
Energy above the lowest of the compared OMol25 structures with the same formula, charge and spin, kJ/mol: 104.9
Frontier orbital gap, hartree: 0.252
Molecular weight, g mol⁻¹: 105.16
Charge: -1

The geometry in XYZ format:
```
20
C4H13N2O | OMol25 | ωB97M-V/def2-TZVPD
N -1.74 2.71 1.40
C -2.17 1.48 0.66
O -1.17 0.65 0.37
H -2.11 2.85 2.33
H -0.73 2.66 1.45
H -3.01 1.04 1.26
H -2.71 1.83 -0.27
C 0.43 -1.24 -2.18
C 1.38 -0.57 -1.19
N 1.69 -1.43 -0.05
C 1.05 -1.10 1.24
H 0.39 -0.73 -3.15
H -0.58 -1.23 -1.79
H 0.74 -2.28 -2.36
H 0.89 0.35 -0.85
H 2.32 -0.31 -1.69
H 2.67 -1.65 0.02
H 0.80 -2.03 1.77
H 1.73 -0.53 1.91
H 0.14 -0.47 1.10
```

Mulliken population analysis, charges in e, atoms 1 to 5:
1 N -0.632
2 C -0.443
3 O -0.715
4 H 0.201
5 H 0.251


Record 2
Computed, not measured: an isolated molecule of C7H7NO3 at a distorted geometry, with ωB97M-V/def2-TZVPD.

Output
Energy above the lowest of the compared OMol25 structures with the same formula, charge and spin, kJ/mol: 595.7
SMILES: C[C@@]12C=CC=C[C@]1([N+](=O)[O-])O2
Frontier orbital gap, hartree: 0.350
Molecular weight, g mol⁻¹: 153.14
Charge: 0

The geometry in XYZ format:
```
18
C7H7NO3 | OMol25 | ωB97M-V/def2-TZVPD
C -0.06 1.63 -1.42
C 0.33 0.67 -0.38
C 0.12 1.18 1.01
C 0.28 0.36 2.10
C 0.01 -1.05 1.98
C -0.13 -1.63 0.80
C 0.22 -0.86 -0.41
N -0.38 -1.41 -1.68
O -1.35 -2.09 -1.60
O 0.16 -1.03 -2.67
O 1.44 -0.21 -0.50
H 0.35 2.65 -1.25
H -1.08 1.60 -1.40
H 0.54 1.44 -2.41
H -0.03 2.31 1.09
H 0.23 0.68 3.08
H -0.12 -1.61 2.80
H -0.54 -2.61 0.86
```

Mulliken population analysis, charges in e, atoms 1 to 5:
1 C -1.560
2 C 0.729
3 C -0.434
4 C -0.860
5 C -0.237


Record 3
Computed, not measured: a structure of composition C38H34CaN12O3SSe at a distorted geometry, with ωB97M-V/def2-TZVPD.

Output
Energy above the lowest of the compared OMol25 structures with the same formula, charge and spin, kJ/mol: 15.9
Frontier orbital gap, hartree: 0.141
Molecular weight, g mol⁻¹: 857.88
Charge: 0

The geometry in XYZ format:
```
90
C38H34CaN12O3SSe | OMol25 | ωB97M-V/def2-TZVPD
Ca 0.37 0.38 -0.20
C -0.12 3.26 1.69
C -0.76 2.17 2.50
C -1.72 2.38 3.39
C -2.31 1.29 4.14
C -2.04 0.03 3.75
C -1.13 -0.24 2.66
N -0.24 0.84 2.24
C -1.05 -1.43 2.00
C -1.76 -2.63 2.40
C -1.68 -3.77 1.68
C -0.89 -3.82 0.49
C -0.21 -2.69 0.15
N -0.25 -1.53 0.86
C 0.59 -2.66 -1.11
C 1.12 -3.83 -1.65
C 1.73 -3.78 -2.89
C 1.79 -2.58 -3.57
C 1.29 -1.44 -2.96
C 1.34 -0.11 -3.65
N 0.73 -1.48 -1.75
H -0.59 4.21 1.91
H -0.24 3.07 0.62
H 0.95 3.36 1.89
H -2.12 3.38 3.54
H -3.05 1.50 4.89
H -2.56 -0.79 4.22
H -2.36 -2.61 3.30
H -2.23 -4.65 1.99
H -0.88 -4.71 -0.13
H 1.05 -4.75 -1.10
H 2.14 -4.68 -3.33
H 2.23 -2.51 -4.56
H 0.97 -0.21 -4.67
H 2.36 0.27 -3.70
H 0.71 0.62 -3.14
Se 7.90 1.47 -2.77
N 7.11 0.21 -1.78
C 5.89 0.61 -1.57
C 4.91 -0.15 -0.78
C 5.24 -1.38 -0.21
C 4.29 -2.04 0.53
C 3.04 -1.45 0.69
N 2.71 -0.29 0.14
C 3.63 0.36 -0.60
C 3.24 1.65 -1.22
N 1.97 2.09 -1.04
C 1.62 3.25 -1.58
C 2.48 4.04 -2.33
C 3.77 3.59 -2.54
C 4.16 2.38 -1.97
C 5.51 1.86 -2.15
N 6.44 2.48 -2.83
H 6.23 -1.79 -0.36
H 4.49 -2.99 1.00
H 2.25 -1.92 1.27
H 0.60 3.56 -1.39
H 2.13 4.97 -2.74
H 4.48 4.16 -3.12
N -5.55 -3.82 -1.39
C -4.67 -2.80 -1.49
N -4.73 -1.84 -0.56
N -3.80 -2.84 -2.49
C -2.92 -1.87 -2.49
N -2.14 -1.01 -2.49
H -6.35 -3.76 -0.79
H -5.58 -4.47 -2.16
H -5.44 -1.81 0.15
H -4.13 -1.02 -0.65
N -1.43 1.68 -1.46
C -2.49 1.88 -0.52
C -2.95 0.79 0.22
C -3.97 0.96 1.14
C -4.55 2.21 1.32
C -4.08 3.29 0.60
C -3.05 3.13 -0.32
S -5.83 2.44 2.55
O -6.63 3.53 2.02
O -5.09 2.77 3.76
O -6.51 1.15 2.60
H -1.65 0.83 -2.01
H -1.41 2.45 -2.12
H -2.48 -0.18 0.07
H -4.34 0.13 1.72
H -4.55 4.25 0.75
H -2.69 3.98 -0.89
C 1.06 0.68 2.93
H 1.82 1.34 2.50
H 1.38 -0.36 2.82
H 0.97 0.91 4.00
```

Mulliken population analysis, charges in e, atoms 1 to 5:
1 Ca 2.156
2 C -1.235
3 C 0.261
4 C -0.521
5 C -1.054


Record 4
Computed, not measured: a cluster of 7 separate species, C17H36BN3O11 in total at a distorted geometry, with ωB97M-V/def2-TZVPD.

Output
Energy above the lowest of the compared OMol25 structures with the same formula, charge and spin, kJ/mol: 1526.1
SMILES: C=Cc1nc2cc(CCO)c(C)c(COCOCCO)c2nc1B(N)O.O.O.O.O.O.O
Frontier orbital gap, hartree: 0.252
Molecular weight, g mol⁻¹: 469.30
Charge: 0

The geometry in XYZ format:
```
68
C17H36BN3O11 | OMol25 | ωB97M-V/def2-TZVPD
C 4.61 -4.12 0.04
C 3.31 -3.92 0.80
C 2.44 -2.56 0.35
N 2.74 -1.30 1.12
C 1.89 -0.20 0.54
C 2.07 1.30 1.24
C 1.26 2.65 0.77
C 1.49 4.12 1.52
C 1.85 3.90 3.12
O 0.71 3.14 3.69
C 0.22 2.50 -0.49
C -0.61 3.83 -0.97
C 0.01 1.03 -1.23
C -1.03 0.86 -2.52
O -2.43 1.19 -2.20
C -3.07 0.11 -1.40
O -4.10 0.81 -0.57
C -4.50 -0.12 0.51
C -6.07 0.20 0.99
O -6.10 -0.03 2.46
C 0.83 -0.31 -0.69
N 0.55 -1.61 -1.38
C 1.37 -2.75 -0.85
B 1.16 -4.27 -1.54
N 0.48 -5.31 -0.64
O 1.54 -4.60 -2.93
H 5.18 -5.14 -0.01
H 5.04 -3.20 -0.59
H 2.94 -4.68 1.61
H 2.83 1.43 2.15
H 2.27 4.79 0.96
H 0.45 4.69 1.51
H 2.87 3.32 3.26
H 1.90 4.97 3.61
H 1.11 2.40 4.26
H -1.20 4.22 0.00
H -1.44 3.57 -1.76
H 0.06 4.69 -1.41
H -1.03 -0.22 -2.98
H -0.59 1.57 -3.38
H -2.32 -0.42 -0.67
H -3.56 -0.67 -2.13
H -3.76 -0.03 1.43
H -4.38 -1.21 0.06
H -6.32 1.33 0.81
H -6.80 -0.55 0.47
H -5.85 -0.99 2.67
H -0.53 -5.10 -0.51
H 0.90 -5.33 0.32
H 0.82 -5.19 -3.32
O 0.84 -1.34 -4.46
H 1.47 -0.70 -4.82
H 0.98 -1.29 -3.50
O -2.38 -1.81 2.98
H -2.66 -1.50 3.86
H -1.57 -1.32 2.80
O 3.37 6.11 1.98
H 3.93 5.74 2.67
H 3.21 7.02 2.26
O 1.68 7.23 4.06
H 0.77 6.90 4.13
H 1.75 7.85 4.79
O -1.72 -6.78 -2.22
H -1.96 -7.44 -1.55
H -1.12 -6.18 -1.76
O 1.47 -3.83 -6.15
H 1.53 -4.45 -5.41
H 1.20 -3.00 -5.74
```

Mulliken population analysis, charges in e, atoms 1 to 5:
1 C -0.614
2 C -0.369
3 C 0.069
4 N -0.588
5 C 0.413


Record 5
Computed, not measured: a cluster of 2 separate species, C3H7N2O in total at a distorted geometry, with ωB97M-V/def2-TZVPD.

Output
Energy above the lowest of the compared OMol25 structures with the same formula, charge and spin, kJ/mol: 305.1
Frontier orbital gap, hartree: 0.424
Molecular weight, g mol⁻¹: 87.10
Charge: +1

The geometry in XYZ format:
```
13
C3H7N2O | OMol25 | ωB97M-V/def2-TZVPD
C 0.07 -1.53 -1.33
C 0.57 1.72 0.80
C 0.17 0.60 0.15
N 1.16 -1.79 -0.91
N -1.03 -0.04 0.57
O -1.07 -1.39 -1.60
H 0.25 1.90 1.85
H 1.45 2.47 0.51
H 0.53 0.52 -0.86
H 2.09 -1.40 -0.98
H -1.70 -0.31 -0.34
H -1.53 0.32 1.43
H -0.96 -1.07 0.71
```

Mulliken population analysis, charges in e, atoms 1 to 5:
1 C 0.623
2 C -0.815
3 C 0.209
4 N -0.366
5 N -0.438


Record 6
Computed, not measured: an isolated molecule of C4H6F4O3S at a distorted geometry, with ωB97M-V/def2-TZVPD.

Output
SMILES: O=S(=O)(CC(F)(F)F)OCCF
Frontier orbital gap, hartree: 0.433
Molecular weight, g mol⁻¹: 210.15
Charge: 0

The geometry in XYZ format:
```
18
C4H6F4O3S | OMol25 | ωB97M-V/def2-TZVPD
O 1.69 -1.44 0.75
S 0.52 -0.93 0.00
O 0.59 -1.18 -1.47
C -1.06 -1.16 0.66
C -1.51 -2.61 0.43
F -0.46 -3.51 0.71
F -1.80 -2.79 -0.91
F -2.54 -2.85 1.25
O 0.58 0.74 0.25
C 0.89 1.58 -0.83
C 1.06 2.98 -0.15
F -0.10 3.61 0.12
H -0.98 -1.08 1.72
H -1.85 -0.51 0.24
H 0.02 1.52 -1.46
H 1.79 1.27 -1.29
H 1.51 2.75 0.79
H 1.63 3.61 -0.82
```

Mulliken population analysis, charges in e, atoms 1 to 5:
1 O -0.594
2 S 1.074
3 O -0.626
4 C -0.632
5 C 0.725


no.,DFT total energy (Ha),LUMO level (eV)
1,-344.9209,4.1611
2,-551.2186,0.0596
3,-5828.6541,-1.8009
4,-1685.5663,-1.3394
5,-302.9238,-3.7986
6,-1179.3380,0.4733